1.
Formula: C17H23F5NO2P2Sr
Source: OMol25
Level of theory: ωB97M-V/def2-TZVPD

XYZ file:
```
51
C17H23F5NO2P2Sr | OMol25 | ωB97M-V/def2-TZVPD
Sr -1.62 -0.39 -0.26
P -0.09 0.08 2.42
P -0.02 0.21 -2.67
F -1.86 -5.55 -0.40
F 2.25 -2.07 0.64
F 2.76 -4.74 0.62
F -2.32 -2.87 -0.43
F 0.72 -6.54 0.10
O -3.60 -0.69 -1.90
O -3.50 1.17 -0.05
N 0.33 1.85 -0.10
C 1.50 -4.31 0.39
C 1.19 1.57 -2.43
C 1.23 -2.93 0.40
C -0.32 1.92 2.28
C 1.01 2.37 -1.14
C -1.02 -3.34 -0.12
C -0.97 -0.20 4.00
C -1.32 1.14 -3.56
C 0.34 2.54 1.07
C 0.78 -0.70 -4.03
C -0.82 -4.73 -0.13
C -0.03 -2.44 0.16
C 1.53 4.40 0.07
C 1.63 0.01 3.04
C 1.60 3.64 -1.10
C 0.47 -5.21 0.12
C 0.89 3.82 1.18
H 2.08 3.99 -2.00
H 1.93 -1.04 3.14
H 0.10 2.37 3.19
H -4.19 0.77 -0.63
H 0.81 4.33 2.13
H -0.94 1.48 -4.53
H -3.59 -1.64 -2.16
H -0.48 0.30 4.84
H 0.86 -0.09 -4.94
H -1.62 2.02 -2.98
H -2.20 0.50 -3.73
H 1.98 5.39 0.13
H 2.30 0.49 2.31
H -3.90 1.90 0.44
H 2.19 1.10 -2.42
H 1.78 -1.01 -3.70
H 0.18 -1.60 -4.24
H -2.01 0.16 3.89
H -4.08 -0.25 -2.63
H 1.13 2.26 -3.29
H -1.44 2.08 2.22
H 1.72 0.53 4.01
H -1.00 -1.29 4.17
```

The spin multiplicity is 1. The HOMO-LUMO gap is 7.622 eV. The calculation puts the molecular weight at 517.93 u. Its total charge is +1.

---

2.
Formula: C17H23F9LiN2O9P
Source: OMol25
Level of theory: ωB97M-V/def2-TZVPD

XYZ file:
```
62
C17H23F9LiN2O9P | OMol25 | ωB97M-V/def2-TZVPD
P -17.60 -10.31 -13.22
F -18.52 -10.54 -14.52
F -16.87 -14.11 -16.32
F -20.46 -13.71 -10.87
F -17.27 -8.78 -13.70
F -18.91 -9.76 -12.40
F -16.73 -10.01 -11.90
F -17.94 -11.80 -12.69
F -21.82 -12.04 -16.50
F -16.32 -10.87 -14.01
O -21.06 -11.21 -7.33
O -21.54 -13.67 -13.77
O -21.36 -10.71 -9.50
O -15.93 -15.39 -13.79
O -17.94 -14.69 -14.40
O -21.13 -12.84 -8.89
O -17.75 -16.52 -13.08
O -22.57 -11.79 -14.37
O -23.51 -13.14 -12.83
N -19.59 -8.03 -10.32
N -13.72 -10.29 -16.12
C -22.62 -12.92 -13.59
C -17.25 -15.64 -13.69
C -15.77 -14.04 -14.23
C -15.18 -7.70 -18.44
C -17.85 -9.77 -7.56
C -21.16 -11.55 -8.46
C -14.76 -9.91 -16.40
C -16.08 -9.42 -16.79
C -19.64 -8.09 -9.18
C -21.12 -11.44 -10.71
C -19.80 -8.18 -7.73
C -18.50 -8.50 -7.00
C -21.37 -12.89 -10.29
C -16.09 -8.91 -18.23
C -17.06 -13.80 -15.00
C -21.43 -11.84 -15.20
C -20.61 -12.98 -14.63
Li -18.58 -7.89 -12.14
H -18.73 -8.63 -5.94
H -17.12 -8.64 -18.50
H -15.79 -9.69 -18.93
H -17.00 -10.14 -7.00
H -21.77 -11.09 -11.51
H -17.48 -9.56 -8.57
H -19.80 -12.59 -14.03
H -20.92 -10.88 -15.16
H -15.43 -7.19 -19.37
H -14.14 -8.00 -18.51
H -20.23 -7.22 -7.42
H -14.88 -13.95 -14.85
H -16.38 -8.64 -16.09
H -20.07 -11.35 -10.98
H -22.36 -13.28 -10.49
H -16.80 -10.24 -16.69
H -17.80 -7.67 -7.08
H -20.21 -13.68 -15.35
H -15.34 -6.96 -17.65
H -15.74 -13.37 -13.37
H -18.58 -10.57 -7.69
H -20.56 -8.95 -7.55
H -17.44 -12.79 -14.91
```

The spin multiplicity is 1. The HOMO-LUMO gap is 10.215 eV. The calculation puts the molecular weight at 608.27 u. Its total charge is 0.

---

3.
Formula: C17H23F9NOPPb
Source: OMol25
Level of theory: ωB97M-V/def2-TZVPD

XYZ file:
```
53
C17H23F9NOPPb | OMol25 | ωB97M-V/def2-TZVPD
Pb -0.84 -0.74 0.23
P 0.62 2.21 -0.77
F -0.02 -1.64 5.28
F -1.80 0.26 2.92
F -0.48 -2.03 3.16
F -0.76 2.11 3.41
F 1.77 2.08 3.93
F 1.05 1.16 5.80
F -1.44 0.77 5.02
F 1.59 -2.00 3.81
F 2.67 0.22 4.64
O 0.93 0.14 2.31
N 0.55 -2.14 -1.34
C 1.08 3.87 -0.25
C -0.90 0.80 3.79
C -0.50 -3.16 -1.66
C 1.50 0.90 4.55
C -1.95 -1.19 -2.59
C 1.19 -1.64 -2.58
C -1.04 2.37 -1.54
C 1.58 -2.71 -0.45
C 0.47 0.11 3.68
C -2.52 -0.96 -3.86
C -1.49 -0.11 -1.85
C 0.39 -1.40 4.01
C -1.53 1.19 -2.36
C 1.73 1.83 -2.14
C -2.07 1.40 -3.65
C -1.89 -2.60 -2.03
C -2.57 0.33 -4.38
H -2.54 -2.68 -1.15
H 1.11 -3.10 0.46
H -2.30 -3.30 -2.78
H 2.12 -3.54 -0.95
H 2.00 -0.96 -2.31
H 2.12 3.85 0.09
H -2.10 2.42 -4.05
H 2.64 1.38 -1.73
H 1.28 1.14 -2.86
H 0.43 4.18 0.57
H -2.92 -1.81 -4.42
H 0.46 -1.13 -3.20
H -3.01 0.50 -5.36
H 0.87 1.40 0.40
H 0.97 4.55 -1.10
H -0.99 3.27 -2.19
H 1.98 2.76 -2.67
H -1.74 2.61 -0.72
H -0.59 -3.82 -0.78
H -0.12 -3.78 -2.49
H 1.61 -2.49 -3.14
H 1.05 1.06 1.99
H 2.31 -1.93 -0.19
```

The spin multiplicity is 1. The HOMO-LUMO gap is 7.500 eV. The calculation puts the molecular weight at 666.53 u. Its total charge is +2.